(1)
Molecular formula: C12H42O11
Method: DFT, ωB97M-V/def2-TZVPD

Geometry as XYZ:
```
65
Properties=species:S:1:pos:R:3:forces:R:3:lowdin_charge:R:1
C 12.90551 -8.04647 25.89986 0.1 -0.9 -0.4 -0.12
O 12.00133 -8.07910 24.81619 0.5 -0.5 -0.9 -0.19
C 12.55853 -8.69746 23.59818 -0.9 -0.3 1.3 -0.13
C 12.90864 -10.18867 23.61420 0.3 0.6 0.4 -0.23
O 11.91919 -11.07290 24.10274 0.5 1.2 -0.7 -0.15
C 12.40752 -12.37620 23.98201 -0.5 -1.0 0.9 -0.13
H 12.43969 -7.56804 26.76138 0.0 0.1 -0.2 0.09
H 13.84760 -7.57427 25.62132 0.1 0.5 0.0 0.07
H 13.19030 -9.06218 26.17434 -0.1 -0.1 0.2 0.06
H 13.52858 -8.25009 23.38148 -0.1 0.5 -0.4 0.11
H 11.77355 -8.49438 22.86972 0.3 0.1 -0.2 0.12
H 13.85499 -10.32314 24.13807 0.1 -0.1 0.9 0.11
H 13.27362 -10.44602 22.61988 -0.7 0.0 -0.6 0.11
H 11.77371 -12.95773 24.65149 0.0 -0.3 -0.1 0.09
H 13.42314 -12.45408 24.37002 0.2 0.0 -0.2 0.06
H 12.35823 -12.80578 22.98145 0.1 0.3 -0.2 0.09
C 14.50321 -10.52472 28.11181 -0.8 -1.4 -0.8 -0.10
O 15.34114 -11.35358 27.29957 1.7 1.4 0.9 -0.23
C 15.00568 -12.71242 27.06267 -1.6 1.2 1.2 -0.17
C 14.68918 -13.46889 28.37839 0.5 -0.6 -0.2 -0.18
O 13.43831 -13.08376 28.99837 0.9 0.6 -1.5 -0.20
C 12.99057 -13.83200 30.07756 0.6 -0.3 0.8 -0.15
H 14.75833 -9.46531 28.08574 0.5 -0.2 -0.6 0.08
H 14.45530 -10.81179 29.16224 0.1 -0.3 0.0 0.08
H 13.53636 -10.70667 27.64258 -0.7 0.6 0.6 0.08
H 15.89751 -13.04907 26.53409 -0.3 -0.8 0.3 0.12
H 14.11568 -12.64728 26.43677 -0.1 -0.8 -0.3 0.11
H 15.59394 -13.34370 28.97323 -0.2 0.8 0.9 0.12
H 14.75254 -14.55080 28.26195 -0.6 -0.3 -0.6 0.10
H 12.16606 -13.32280 30.57656 -0.1 0.1 -0.4 0.09
H 13.77103 -13.91179 30.83427 0.3 -0.1 0.2 0.08
H 12.69088 -14.85201 29.83702 -0.1 -0.1 -0.3 0.08
O 14.62308 -12.03361 21.46772 -1.0 -0.4 0.5 -0.09
H 14.91985 -11.17905 21.78057 0.3 0.5 -0.2 -0.02
H 15.40827 -12.44135 21.10240 0.6 0.0 -0.4 -0.02
O 16.61769 -12.26685 23.92668 0.5 0.6 0.1 -0.05
H 16.06897 -12.53111 23.18824 -0.4 -0.3 -0.4 0.00
H 16.16644 -12.61260 24.69679 -0.1 -0.2 0.1 -0.01
O 16.28039 -9.68211 21.90550 -0.2 -0.2 -0.7 -0.05
H 16.76197 -10.36220 22.37645 0.2 -0.3 0.3 0.00
H 16.17479 -8.97691 22.54407 0.0 0.3 0.5 0.00
C 16.82490 -8.96709 25.26618 0.4 -1.4 1.2 -0.17
O 16.27656 -8.18789 24.26540 -0.7 1.2 -1.2 -0.14
H 17.61475 -9.60107 24.86331 0.3 0.3 -0.1 0.07
H 17.18590 -8.38053 26.11100 0.2 0.0 0.0 0.09
H 16.11644 -9.70342 25.64565 -0.3 0.1 0.1 0.06
H 16.13284 -7.28333 24.55300 0.0 -0.1 0.1 0.09
C 18.38075 -12.38567 20.82840 0.7 -0.5 0.7 -0.22
O 17.06536 -12.87749 20.67066 0.2 0.3 -0.3 -0.24
H 19.06033 -13.14147 21.22215 -0.2 -0.4 0.5 0.05
H 18.94094 -12.09758 19.93885 -0.7 0.6 -0.5 0.07
H 18.32001 -11.59653 21.57784 0.2 0.1 -0.3 0.06
H 17.06124 -13.71660 20.20431 0.2 -0.4 -0.2 0.05
C 20.13504 -12.73237 24.88706 0.7 0.3 -0.1 -0.23
O 20.08358 -13.62321 25.97781 -0.7 -0.2 0.6 -0.16
H 20.01048 -13.29496 23.96182 0.2 0.3 -0.3 0.06
H 19.39641 -11.93087 24.89782 -0.4 -0.4 0.5 0.06
H 21.10454 -12.24497 24.98995 0.2 0.3 -0.8 0.06
H 20.63868 -14.36064 25.71389 -0.1 -0.2 0.2 0.06
C 14.71951 -15.84083 23.57566 -0.6 -0.5 0.3 -0.26
O 14.91449 -15.11238 24.76526 0.6 0.6 0.5 -0.20
H 14.97321 -15.21034 22.72348 -0.3 -0.1 0.0 0.07
H 15.28603 -16.77166 23.54923 0.5 0.1 -0.1 0.05
H 13.68146 -16.16781 23.63596 -0.4 0.1 -1.0 0.06
H 14.83179 -15.74926 25.47879 0.1 0.1 0.3 0.05
```
Positions in Å, forces in eV/Å.

Properties
Net charge = -1
2S+1 = 2
Frontier orbital gap (alpha / beta) = 1.73 / 9.58 eV
<S²> = 0.750
E = -35641.74629 eV
Lowest unoccupied orbital energy (alpha / beta) = 0.090 / 0.086 Ha

---

(2)
Molecular formula: C12H44AsF6O10
Method: DFT, ωB97M-V/def2-TZVPD

Geometry as XYZ:
```
73
Properties=species:S:1:pos:R:3:forces:R:3:lowdin_charge:R:1
As 0.43309 20.63219 3.49103 -0.4 0.7 -1.1 0.92
F 1.69514 19.82091 2.51762 1.3 -1.4 -0.9 -0.34
F 1.69932 21.53936 4.32468 2.1 0.9 1.4 -0.33
F -0.81728 21.64439 4.37167 -1.5 0.7 1.0 -0.35
F -0.80700 19.88040 2.44456 -1.8 -1.1 -1.2 -0.34
F 0.34514 19.26494 4.62317 0.1 -1.9 1.6 -0.35
F 0.51939 21.94960 2.24294 -0.5 1.1 -0.8 -0.34
O 1.23086 16.30211 2.43890 0.1 -0.6 0.0 -0.07
H 1.19897 16.46442 1.49610 -0.1 0.2 -0.2 0.02
H 1.27850 17.17400 2.83104 -0.1 0.6 0.2 0.00
O -1.63153 23.05990 6.56508 -0.2 0.6 0.7 -0.06
H -2.37208 23.51312 6.16207 0.0 0.1 -0.3 0.04
H -1.74158 22.14450 6.30786 0.1 -0.5 -0.3 0.01
O 4.31028 22.07665 4.60403 1.1 0.1 0.3 -0.07
H 3.38879 21.87981 4.43565 -0.8 -0.1 -0.1 -0.03
H 4.69626 22.18073 3.73431 -0.1 0.1 -0.2 0.01
O 2.78272 21.72380 1.04391 1.4 0.5 -0.9 -0.09
H 2.29169 20.99639 1.42603 -0.4 -0.3 0.4 -0.04
H 2.13859 22.42576 0.95130 -0.2 -0.2 0.3 -0.04
O 1.26365 23.06455 6.48994 0.4 0.4 0.8 -0.09
H 0.31105 23.15566 6.46816 -0.5 0.0 -0.1 -0.03
H 1.45163 22.36031 5.86950 0.1 -0.2 -0.4 -0.03
O -2.81902 18.48913 1.20567 -0.7 -0.7 -0.5 -0.08
H -2.19673 19.02056 1.70222 0.8 0.4 0.4 -0.03
H -3.64413 18.97116 1.26121 -0.1 0.1 0.0 -0.01
C 0.10499 25.55092 0.74876 0.4 0.3 0.6 -0.04
C 1.04564 24.59878 0.04093 -1.1 -1.7 -0.1 -0.52
C 0.37115 23.39318 -0.56929 -1.3 -1.7 0.8 -0.06
O 1.70818 25.20410 -1.00605 1.5 1.8 -1.1 -0.05
H -0.52946 26.13623 0.08319 -0.1 -0.1 -0.5 0.07
H 0.74371 26.26848 1.26377 -0.2 0.2 0.2 0.08
H -0.55073 25.06334 1.47015 0.2 -0.2 0.1 0.07
H 1.79894 24.21923 0.73127 0.0 0.4 0.2 0.13
H -0.14976 23.48493 -1.52236 0.0 0.9 -0.1 0.08
H -0.37331 23.00938 0.12826 -0.1 -0.1 0.1 0.06
H 1.00061 22.51846 -0.73282 0.5 0.3 0.1 0.08
H 1.02035 25.67360 -1.48362 0.1 0.1 -0.3 0.08
C -3.43326 18.16304 8.14718 0.1 -1.2 0.0 -0.07
C -2.49384 18.91282 7.22377 0.2 -0.5 -0.3 -0.52
C -2.65368 18.56078 5.76166 0.4 -1.1 0.2 -0.05
O -2.84937 20.23664 7.34562 -0.7 2.5 0.2 -0.05
H -3.11762 17.12930 8.28805 -0.1 -0.2 0.0 0.08
H -4.44860 18.15890 7.75072 0.0 0.0 -0.3 0.08
H -3.52454 18.58751 9.14698 0.4 0.3 0.1 0.07
H -1.44031 18.85334 7.49696 0.2 -0.6 0.2 0.14
H -2.29847 17.54272 5.60205 -0.3 -0.4 0.1 0.08
H -1.98879 19.10113 5.08782 -0.3 0.6 0.2 0.05
H -3.71646 18.62404 5.52799 0.1 0.1 -0.4 0.08
H -3.23138 20.33585 8.22074 0.1 0.5 0.0 0.08
C -3.80133 21.54107 2.33703 0.2 -0.5 0.3 -0.06
C -2.81351 22.52884 1.78137 0.4 1.3 -0.9 -0.54
C -3.48536 23.53688 0.86136 -0.1 0.0 0.1 -0.06
O -2.11823 23.26516 2.72958 -0.6 1.1 0.7 -0.06
H -3.24492 20.83794 2.95679 -0.1 -0.3 0.0 0.07
H -4.30507 21.03040 1.51631 0.0 -0.2 -0.1 0.07
H -4.58702 21.96942 2.95938 0.1 0.4 0.0 0.08
H -2.02232 22.07255 1.18644 -0.3 -0.9 -0.2 0.12
H -3.89904 22.94843 0.04240 -0.2 0.4 -0.3 0.07
H -2.80400 24.31286 0.51249 0.4 -0.4 -0.3 0.06
H -4.24712 24.12669 1.37122 -0.4 -0.3 0.2 0.07
H -1.59052 22.65864 3.25424 0.6 -0.3 0.6 0.02
C 4.38999 18.53947 3.63042 -0.5 -1.0 0.8 -0.06
C 5.27851 18.38403 2.42524 -1.0 1.1 -1.0 -0.48
C 4.57989 18.61291 1.06594 -0.4 -0.5 0.1 -0.05
O 6.24513 19.39913 2.60296 1.7 0.2 -0.3 -0.08
H 3.85452 19.48674 3.69414 0.2 0.1 -0.4 0.06
H 5.06725 18.47913 4.48235 -0.1 0.0 0.2 0.08
H 3.62635 17.77266 3.76066 0.0 -0.2 -0.2 0.07
H 5.80046 17.42822 2.37950 0.2 0.0 0.3 0.13
H 3.70668 19.25843 1.16039 0.1 0.1 0.1 0.05
H 4.21741 17.68403 0.62561 -0.1 -0.3 0.2 0.06
H 5.24917 19.03030 0.31364 0.2 0.1 0.2 0.07
H 5.80572 20.25094 2.54878 -0.2 0.0 0.0 0.08
```
Positions in Å, forces in eV/Å.

Properties
Net charge = -2
2S+1 = 2
Frontier orbital gap (alpha / beta) = 3.17 / 9.05 eV
<S²> = 0.752
E = -110780.37478 eV
Lowest unoccupied orbital energy (alpha / beta) = 0.165 / 0.164 Ha
Energy above the lowest of the compared OMol25 structures with the same formula, charge and spin = 0.3581 eV

---

(3)
Molecular formula: C12H44B2In2O12
Method: DFT, ωB97M-V/def2-TZVPD

Geometry as XYZ:
```
72
Properties=species:S:1:pos:R:3:forces:R:3:lowdin_charge:R:1
In -1.31637 1.19916 -1.86386 -0.6 -1.2 2.6 1.57
In 2.43125 -1.98474 -2.20675 -0.2 1.9 2.1 1.52
B 0.80629 -0.52076 -3.34749 -1.1 1.3 1.2 -0.40
H 1.31940 0.10819 -2.45326 -0.1 0.3 -0.7 -0.07
H 1.79445 -1.05676 -3.85399 1.5 -0.6 -0.7 0.05
H 0.00746 -1.21553 -2.81338 -0.1 -0.7 -0.2 -0.02
H 0.33264 0.21925 -4.16934 0.1 -0.6 -0.8 0.07
B 0.75982 -0.25005 -0.25864 -0.1 -0.8 -0.1 -0.36
H -0.04702 -0.91932 -0.82469 -0.3 -0.6 0.0 -0.01
H 1.09408 -0.76070 0.76972 -0.5 0.3 0.6 0.04
H 1.83819 -0.11239 -0.87650 0.6 -0.6 -0.3 0.01
H 0.40339 0.89045 -0.16518 0.1 0.9 -0.1 -0.01
C -3.54168 -1.96092 -2.02493 -0.7 1.2 1.0 -0.18
C -2.82643 -2.01963 -3.32147 0.2 -1.4 -1.2 -0.20
O -2.40487 -0.74627 -3.81696 -0.3 0.8 0.9 -0.09
O -2.65264 -1.40537 -1.03774 0.5 0.1 -0.2 -0.12
H -4.03621 -2.88546 -1.72783 0.7 -0.4 -0.1 0.15
H -4.38056 -1.25641 -2.01080 0.0 0.0 -0.7 0.12
H -3.45106 -2.51159 -4.07653 -0.3 0.4 0.0 0.16
H -1.95958 -2.68990 -3.29789 0.1 0.1 0.5 0.13
H -2.27725 -0.82742 -4.77115 0.1 0.3 0.0 0.13
H -2.58860 -1.93284 -0.23663 0.0 0.0 0.0 0.11
C -4.41344 0.85955 0.59650 -0.1 0.8 -0.3 -0.15
C -3.21261 1.03851 1.47664 0.8 0.8 1.1 -0.19
O -2.00880 0.45925 0.97738 -0.1 -0.3 -1.2 -0.08
O -4.14081 1.27882 -0.75523 0.6 -0.2 -0.2 -0.07
H -5.11490 1.64351 0.91728 -0.2 -0.4 0.5 0.16
H -4.89658 -0.11487 0.64041 0.2 -0.1 -0.1 0.15
H -3.39556 0.66439 2.49208 -0.4 -0.4 -0.3 0.15
H -3.00852 2.09488 1.67728 -0.2 0.1 -0.4 0.13
H -1.28991 0.58667 1.61678 -0.2 0.4 0.0 0.05
H -4.94695 1.06127 -1.24619 0.2 0.0 -0.4 0.13
C 1.29511 -4.36537 0.68276 1.1 -0.6 -0.9 -0.15
C 1.98346 -3.20460 1.37076 -1.4 -1.5 1.8 -0.24
O 3.06174 -2.72512 0.61712 -0.6 0.6 -0.6 -0.08
O 0.94118 -3.95829 -0.66605 0.0 0.8 -0.5 -0.10
H 0.42020 -4.78806 1.17360 -0.1 0.5 0.3 0.15
H 1.99443 -5.19677 0.54976 0.1 0.1 0.2 0.14
H 2.29106 -3.59328 2.34848 0.5 -0.1 -0.2 0.15
H 1.21095 -2.49295 1.69937 0.4 0.6 -0.8 0.11
H 3.84775 -2.72397 1.17420 0.2 0.1 -0.3 0.12
H 0.12925 -4.42159 -0.89933 0.1 0.1 -0.4 0.11
C -0.38441 4.07330 0.79251 -1.2 1.2 -0.1 -0.18
C -1.59249 4.68846 0.12118 -0.6 0.5 -0.2 -0.15
O -2.39322 3.71062 -0.57220 0.5 -0.4 -0.2 -0.07
O 0.21534 3.14619 -0.10552 0.0 -0.1 0.5 -0.11
H -0.74989 3.69060 1.75154 0.6 -0.7 -0.1 0.12
H 0.28986 4.90941 1.00250 0.1 -0.2 0.0 0.16
H -1.37972 5.55742 -0.50853 0.2 -0.3 -0.3 0.15
H -2.29797 5.07133 0.87839 0.4 0.1 0.3 0.17
H -3.10918 4.23599 -0.96394 -0.1 -0.4 -0.4 0.14
H 0.98599 2.84482 0.39285 0.2 -0.3 -0.4 0.10
C 4.27806 0.79308 -1.22496 2.4 1.4 -0.3 -0.21
C 5.48173 -0.02516 -0.82033 -0.1 -0.7 0.5 -0.14
O 4.98362 -1.38761 -0.73755 -0.2 -0.1 -0.2 -0.09
O 3.90774 0.33091 -2.51020 -2.1 -1.0 -0.1 -0.10
H 4.59915 1.83455 -1.35184 0.0 -0.1 0.2 0.16
H 3.51025 0.82930 -0.45626 -0.4 -0.6 -0.4 0.11
H 5.90726 0.24464 0.15044 -0.2 0.1 0.0 0.15
H 6.29262 0.01267 -1.54985 -0.2 0.2 -0.1 0.15
H 5.74467 -1.98334 -0.77277 -0.1 -0.2 -0.1 0.13
H 4.47276 0.70487 -3.19887 0.1 -0.1 0.0 0.15
C 0.16680 1.02061 3.33447 0.4 -0.7 0.5 -0.25
C 0.79186 0.64454 4.68931 0.1 -0.7 0.2 -0.19
O -0.14546 -0.02737 5.50312 -0.7 0.8 0.2 0.00
O -0.91720 1.88133 3.57414 -0.3 -0.5 -0.9 -0.02
H -0.09551 0.04004 2.87455 -0.4 0.1 0.0 0.11
H 0.85396 1.46457 2.61328 0.1 0.4 0.4 0.12
H 1.07784 1.55920 5.20458 0.1 -0.1 0.1 0.14
H 1.63659 -0.05129 4.61552 0.3 0.5 -0.6 0.14
H -0.68025 -0.67874 5.03538 0.4 -0.3 -0.1 0.10
H -1.50256 1.40211 4.18080 0.1 0.4 0.4 0.12
```
Positions in Å, forces in eV/Å.

Properties
Net charge = +4
2S+1 = 1
Frontier orbital gap = 2.32 eV
E = -49372.39568 eV
Lowest unoccupied orbital energy = -0.632 Ha
Energy above the lowest of the compared OMol25 structures with the same formula, charge and spin = 0.0000 eV